No. 1
ORCA calculation (ωB97M-V with the def2-TZVPD basis set) on 2 unconnected molecules or ions with the total composition C4H3Cl2O2P.

```
12
Properties=species:S:1:pos:R:3:forces:R:3
C 0.92484 -0.22396 0.92162 1.7 0.4 1.6
C 2.33415 -0.17520 0.81355 -0.2 -0.7 1.2
C 1.53330 0.26640 -1.16977 -0.4 -0.5 0.3
C 0.49949 0.02999 -0.35400 -1.0 0.5 -1.4
O -3.41157 -1.31192 0.65416 0.4 0.4 -0.5
O 2.66010 0.08051 -0.47827 0.8 0.0 0.9
P -2.84673 -0.20769 -0.14161 -0.5 0.7 0.6
Cl -3.36637 1.67390 0.79443 0.4 -1.2 -0.9
Cl -3.49401 -0.15434 -2.11501 0.2 0.1 0.8
H 0.21574 -0.16643 1.74320 0.8 -0.6 0.3
H 3.25779 -0.36799 1.47680 -2.1 0.4 -1.0
H 1.69327 0.55675 -2.14512 -0.1 0.4 -1.9
```
Forces are in eV/Å.

Properties
- Lowest unoccupied orbital energy (alpha / beta): -3.056 / -1.469 eV
- Highest occupied orbital energy (alpha / beta): -9.2458 / -9.1731 eV
- Kohn-Sham gap (alpha / beta): 6.19 / 7.70 eV
- Energy: -1566.32881 Ha
- Energy relative to the best compared isomer or geometry (same formula, charge and spin): 0.0 kcal/mol
- Maximum force: 2.4 eV Å⁻¹

No. 2
ORCA calculation (ωB97M-V with the def2-TZVPD basis set) on a single C4H3Cl3N2 molecule.

```
12
Properties=species:S:1:pos:R:3:forces:R:3
C -0.20550 -0.99395 1.05368 -1.3 4.2 0.1
C -0.56438 0.43507 1.01239 1.1 -4.3 0.1
C 0.56354 -1.42748 -0.05245 0.0 0.9 -0.7
C 0.22747 0.51431 -1.30854 -0.2 0.2 -0.6
N 0.82624 -0.75136 -1.10070 0.3 -0.6 0.3
N -0.28070 1.15442 -0.07508 0.0 1.0 0.3
Cl -1.32402 1.18000 2.32898 -0.1 0.0 0.2
Cl 1.25433 -2.99167 0.06274 0.3 -0.6 0.1
Cl -0.42808 2.87298 -0.06697 0.1 -0.9 -0.2
H -0.42480 -1.58868 1.91487 -0.1 -0.1 0.2
H 0.97228 1.18449 -1.75389 -0.3 0.0 0.1
H -0.61637 0.41187 -2.01502 0.1 0.1 0.1
```
Forces are in eV/Å.

Properties
- Lowest unoccupied orbital energy: -0.007 eV
- Highest occupied orbital energy: -8.2547 eV
- SMILES: ClC1=CC(Cl)=NCN1Cl
- Kohn-Sham gap: 8.25 eV
- Energy: -1644.23839 Ha
- Energy relative to the best compared isomer or geometry (same formula, charge and spin): 0.0 kcal/mol
- Maximum force: 4.4 eV Å⁻¹

Which formula does entry 2 have?
C4H3Cl3N2

What is the energy in the second record?
-1644.23839 Ha

Look up the energy of the second one.
-1644.23839 Ha